[1]
Computed, not measured: a 16-piece molecular cluster, H31O16 overall, with ωB97M-V with the def2-TZVPD basis set.

Summary:
**Electronic energy**: -1222.31749 Ha
**Highest occupied orbital energy**: -6.8 eV
**ΔE to the lowest compared entry with this formula, charge and spin**: 6.876 eV
**Net charge**: -1

Each line ends with the natural charge from an NBO analysis.
Element x y z (Å)
O: 2.01658 -1.94953 -5.01293  -0.924
H: -0.60243 0.67770 4.84128  0.492
H: 3.97417 -1.90254 -0.29974  0.508
O: -0.66213 -3.87547 -0.74649  -0.939
H: 1.34965 -2.39922 -5.41052  0.463
H: 1.62560 -1.39452 -4.47177  0.466
O: -4.05689 -2.93200 1.48695  -0.952
H: -0.16038 -4.08256 0.04584  0.475
H: 3.22187 -2.85300 0.87515  0.483
O: 3.89358 -2.78873 0.13777  -0.992
H: -1.90553 1.72699 3.42432  0.452
H: -0.13138 -4.41544 -1.46762  0.465
O: 0.00250 0.37451 5.41702  -0.980
H: 3.11445 0.96460 -4.00732  0.472
H: -0.96989 4.44930 1.49322  0.470
O: 1.06807 0.72238 -0.38333  -0.946
H: 1.14748 1.05858 0.49830  0.505
H: 0.49902 -0.02482 -0.09827  0.501
O: 0.65945 3.10334 1.96156  -1.017
H: 1.19746 3.25813 2.71534  0.458
H: 0.31472 2.12857 2.24787  0.506
O: -1.57640 -0.61918 1.60526  -1.058
H: -1.47251 0.25629 2.25838  0.481
H: -3.87354 -3.01073 2.47715  0.463
O: 0.24431 4.22864 -0.84366  -0.956
H: -0.35668 3.71970 -1.47246  0.462
O: 2.55312 0.88336 -4.72867  -0.957
H: -0.13831 -0.58998 5.62487  0.458
H: 2.77479 0.02614 -5.16743  0.479
O: -3.19731 -0.04910 -2.45369  -0.923
H: -3.39640 -2.18764 1.37621  0.484
H: -2.40198 -0.08377 -3.28576  0.481
O: -1.64827 3.95492 1.84649  -0.951
H: -2.35736 -3.30601 -2.96714  0.483
H: -0.13046 0.29761 1.95829  0.491
O: 3.74106 0.73318 -0.07714  -1.038
H: -3.67217 -0.73929 -2.48167  0.442
H: 0.43414 0.81316 3.06939  0.510
O: 0.80771 0.48018 2.21789  -1.006
H: -1.10408 3.69251 2.64376  0.471
H: 3.90936 1.35691 0.62786  0.459
O: -1.26183 1.12103 3.35006  -1.209
H: 0.54670 3.37032 -0.35613  0.492
H: -2.26924 -0.43624 0.98225  0.459
O: -2.41104 -3.07964 -3.94308  -0.939
H: 2.60240 0.69404 -0.17157  0.498
H: -3.14953 -3.52787 -4.17405  0.455

---

[2]
Computed, not measured: H31O16 as an isolated structure, with ωB97M-V with the def2-TZVPD basis set.

Summary:
**Electronic energy**: -1222.34425 Ha
**Highest occupied orbital energy (spin up / spin down)**: 2.6 / -4.1 eV
**ΔE to the lowest compared entry with this formula, charge and spin**: 0.000 eV
**Multiplicity**: 2
**Net charge**: -2

Each line ends with the natural charge from an NBO analysis.
Element x y z (Å)
O: -1.80061 -3.87723 -0.84724  -0.979
H: -1.23249 2.92732 -0.98468  0.471
H: 1.69932 3.06602 2.71831  0.455
O: -4.80584 2.81926 -2.27560  -0.973
H: -1.57740 -3.02399 -1.26780  0.488
H: -1.40723 -4.43390 -1.55474  0.447
O: 3.68167 -2.01633 -2.46815  -1.238
H: -4.03849 3.11393 -2.76868  0.469
H: 2.74510 3.46384 1.89812  0.498
O: 2.45545 3.66366 2.83802  -0.967
H: 0.78355 -0.70077 2.27896  0.457
H: -4.56303 2.63994 -1.35941  0.490
O: -1.56294 3.68371 -0.50168  -1.014
H: -4.97862 0.60964 2.47813  0.485
H: -4.19207 -0.90709 -0.63724  0.457
O: 0.28608 -1.94329 -1.09806  -1.189
H: -2.18903 -1.89711 0.49715  0.468
H: 0.55618 -1.10747 -2.67173  0.496
O: 4.82730 -0.30671 0.45338  -1.028
H: 4.03440 -0.73552 0.86565  0.481
H: 4.74285 -0.83900 -0.36252  0.485
O: 1.96621 3.63043 -0.33574  -1.036
H: 2.76069 3.17831 -0.60970  0.490
H: 2.78648 -2.39324 -2.49285  0.445
O: -2.34300 0.97912 1.15625  -0.995
H: -2.24861 0.30059 1.82676  0.479
O: -4.87542 -0.01724 3.20076  -0.952
H: -1.59716 3.60975 0.45310  0.492
H: -3.94125 -0.04379 3.41426  0.461
O: -1.43913 -1.30198 0.49922  -1.213
H: 4.18539 -2.56821 -3.08525  0.354
H: -0.55511 -1.46150 -0.32770  0.479
O: -4.38535 -0.42823 0.17622  -0.994
H: 0.57064 -0.85793 0.81060  0.487
H: 4.33310 1.84876 0.48045  0.497
O: 0.05131 -4.87883 1.58978  -0.969
H: 1.08888 -1.61841 -3.83251  0.415
H: 1.07969 -1.53624 -0.71922  0.447
O: 4.58574 2.59642 1.07380  -0.999
H: -3.44592 -0.20889 0.39671  0.495
H: 0.76491 -4.76800 0.93490  0.456
O: 1.30248 -0.74059 1.46873  -0.999
H: -1.71835 0.72325 0.46994  0.503
H: 1.23398 3.86058 -0.90337  0.492
O: 1.04607 -0.72102 -3.45090  -1.048
H: -0.21132 -3.94835 1.44390  0.487
H: 5.54095 2.56633 1.13166  0.467

---

[3]
Computed, not measured: a 16-piece molecular cluster, H32O16 overall, with ωB97M-V with the def2-TZVPD basis set.

Summary:
**Electronic energy**: -1223.01419 Ha
**Highest occupied orbital energy**: -9.7 eV
**ΔE to the lowest compared entry with this formula, charge and spin**: 5.023 eV

Each line ends with the natural charge from an NBO analysis.
Element x y z (Å)
O: 2.13588 1.17379 2.50875  -0.947
H: 1.91054 1.19387 3.42412  0.463
H: 2.01947 0.20953 2.46779  0.491
O: 3.09005 -1.47176 -0.66563  -0.957
H: 3.34827 -1.79423 0.18434  0.452
H: 2.90516 -0.57953 -0.58955  0.493
O: 2.91935 1.20417 -1.08372  -0.970
H: 3.44124 1.07668 -1.86149  0.483
H: 2.23771 1.82115 -1.26418  0.498
O: 0.24825 2.72489 1.46754  -1.004
H: 0.64385 3.52391 1.10198  0.474
H: 1.00825 2.28113 1.93278  0.500
O: -1.70932 0.23417 -2.78294  -0.988
H: -2.35089 -0.27768 -2.30512  0.488
H: -1.52471 1.00728 -2.21177  0.484
O: 0.90578 -0.42685 -3.24159  -0.982
H: 0.29971 0.19956 -3.75552  0.476
H: 0.49517 -0.60503 -2.40911  0.498
O: 1.09725 3.52889 -1.40051  -0.958
H: 0.89606 4.31033 -1.91434  0.466
H: 0.23727 3.16094 -1.39964  0.474
O: -3.03044 -1.08436 -0.72057  -0.988
H: -2.75493 -0.57727 0.05021  0.520
H: -3.91571 -1.31955 -0.45445  0.486
O: -1.48197 -0.73063 3.37909  -0.956
H: -1.61233 -1.53112 3.81522  0.468
H: -0.84584 -1.00402 2.68181  0.480
O: 0.98779 -1.03758 1.99226  -0.960
H: 1.29242 -1.64938 1.33527  0.506
H: 1.02195 -1.56633 2.75939  0.481
O: -1.56123 2.77300 -1.43204  -0.948
H: -1.39637 2.99686 -2.33904  0.481
H: -1.56371 3.56743 -0.87007  0.500
O: -2.29343 1.26832 1.32711  -0.979
H: -1.91477 0.97130 2.13905  0.484
H: -1.56244 1.42095 0.74305  0.492
O: 0.94884 -3.37030 0.61683  -1.012
H: 0.83927 -2.91575 -0.22997  0.530
H: 1.37371 -4.22699 0.53545  0.502
O: -1.60754 -2.80528 1.48438  -0.977
H: -2.02201 -3.27253 0.73775  0.476
H: -0.66927 -2.78636 1.30146  0.484
O: -0.14357 0.44233 -0.33758  -0.959
H: 0.03708 -0.37560 0.07416  0.467
H: 0.40674 1.05762 0.11540  0.487
O: -0.59403 -2.09431 -1.51613  -0.975
H: -1.42854 -1.88666 -1.19466  0.492
H: -0.76402 -2.75901 -2.19560  0.483

---

[4]
Computed, not measured: a 16-piece molecular cluster, H32O16 overall, with ωB97M-V with the def2-TZVPD basis set.

Summary:
**Electronic energy**: -1222.97184 Ha
**Highest occupied orbital energy**: -10.2 eV
**ΔE to the lowest compared entry with this formula, charge and spin**: 6.175 eV

Each line ends with the natural charge from an NBO analysis.
Element x y z (Å)
O: 2.81583 -3.97722 0.92057  -0.940
H: 1.92875 -3.85948 1.26851  0.509
H: 3.10467 -3.20417 0.42870  0.479
O: -4.16681 -2.03852 -1.77259  -0.936
H: -4.91183 -1.42595 -1.83398  0.481
H: -3.72243 -1.82964 -2.60587  0.475
O: 1.17666 0.43923 1.08248  -0.977
H: 0.89674 0.82932 0.23548  0.510
H: 0.49199 0.78807 1.67742  0.492
O: -2.35942 -0.33966 -5.32676  -0.939
H: -1.70850 0.05525 -4.75061  0.479
H: -2.70705 -1.10448 -4.87024  0.461
O: -3.16097 -4.12295 -0.54580  -0.972
H: -3.47559 -3.22641 -0.78285  0.486
H: -3.73069 -4.43225 0.16178  0.464
O: -0.40660 1.53468 -1.48816  -1.001
H: 0.30097 2.21118 -1.38479  0.499
H: -1.15807 2.10991 -1.30620  0.486
O: -2.68449 1.53563 2.88545  -0.962
H: -3.00848 1.32751 3.75832  0.480
H: -2.61045 2.46994 2.70178  0.483
O: -1.21721 5.70362 0.93757  -0.939
H: -0.47542 6.23153 0.62238  0.467
H: -1.80540 5.63520 0.17581  0.473
O: 0.07007 -0.87133 -2.75971  -0.987
H: -0.00403 -1.55551 -2.12002  0.476
H: -0.28115 -0.02343 -2.44824  0.496
O: -3.58599 1.81302 -1.43565  -0.969
H: -4.20322 1.70839 -2.16193  0.484
H: -3.15512 1.00264 -1.17131  0.486
O: 4.32777 -0.08221 1.48839  -0.947
H: 3.45299 0.35111 1.53253  0.482
H: 4.64898 0.37298 2.28379  0.477
O: 1.52511 -1.86913 2.12907  -0.991
H: 1.11550 -0.99717 1.90226  0.476
H: 2.42870 -1.55342 2.27952  0.477
O: 1.36467 3.00539 -0.40089  -0.962
H: 2.22890 2.68267 -0.18353  0.497
H: 1.34926 3.96392 -0.40798  0.499
O: 4.23240 -2.65383 2.67421  -1.006
H: 4.41987 -1.86021 2.15709  0.467
H: 3.73137 -3.28079 2.09328  0.486
O: -2.32631 -2.31115 2.88012  -0.940
H: -2.51695 -1.71497 3.60850  0.462
H: -1.39051 -2.20044 2.67396  0.478
O: 5.34838 1.90151 -1.69140  -0.922
H: 5.42064 1.03366 -1.27029  0.471
H: 4.39247 1.82793 -1.84017  0.453

---

[5]
Computed, not measured: H33O17 as an isolated structure, with ωB97M-V with the def2-TZVPD basis set.

Summary:
**Electronic energy**: -1298.77123 Ha
**Highest occupied orbital energy**: -6.4 eV
**ΔE to the lowest compared entry with this formula, charge and spin**: 6.072 eV
**Net charge**: -1

Each line ends with the natural charge from an NBO analysis.
Element x y z (Å)
O: 2.50485 4.87304 1.09698  -0.932
H: 1.72701 5.31545 1.42572  0.468
H: 2.24195 3.14795 -1.48290  0.465
O: -3.97676 0.89749 -0.18666  -0.956
H: 1.50681 -2.74750 0.43635  0.408
H: 3.86217 -3.09731 -2.08580  0.451
O: 1.22545 -3.61213 2.62204  -0.966
H: 1.23532 -3.65066 -4.48842  0.441
H: 1.75687 -3.43924 1.84145  0.488
O: -4.76754 2.99835 -1.81051  -0.967
H: -5.32448 2.63291 -1.15033  0.470
H: -3.87725 2.66016 -1.68378  0.496
O: 0.84697 0.03182 1.20163  -0.996
H: 0.48676 -1.16888 -0.83767  0.496
O: 3.42142 -3.23118 -1.24522  -0.969
H: 3.55965 -0.87942 0.88158  0.471
H: -3.08747 4.95617 1.27599  0.463
O: 1.95500 3.37845 -2.35410  -0.914
H: 0.65111 3.07762 2.03960  0.460
H: 1.43508 2.29914 -2.55247  0.451
O: -2.89251 -1.51867 0.90923  -0.970
H: 2.66457 -2.66399 -1.59688  0.521
H: -2.37337 -1.71631 -0.06509  0.481
O: 0.01396 2.81735 1.43006  -0.978
H: 2.80244 5.50344 0.47233  0.465
H: -3.38334 0.53733 0.43713  0.490
O: 1.37946 -2.20004 -0.25730  -1.251
H: -0.01729 -3.07717 -1.20740  0.516
H: 0.21933 1.87344 1.44789  0.508
O: 0.37755 -3.27267 -4.37517  -0.967
H: 0.21728 -0.68643 0.81853  0.512
H: 1.68719 -3.70435 3.42690  0.474
O: -0.04270 -0.47555 -1.32410  -1.034
H: -0.01733 2.61352 -1.31351  0.463
H: -2.61240 4.24140 2.24748  0.468
O: -1.96092 -1.63265 3.37481  -0.930
H: -1.07697 -1.55738 3.10038  0.474
H: 1.66249 -0.44914 1.41341  0.483
O: 0.08287 -4.00072 -1.76917  -1.010
H: 0.85433 -4.18751 -1.23562  0.479
H: 0.41402 -0.25765 -2.23972  0.460
O: 3.79871 -1.75453 1.01191  -1.008
H: -1.82828 -2.48568 3.96772  0.463
H: -2.35452 -2.07537 1.44204  0.483
O: -3.03323 5.17145 2.21147  -0.931
H: 0.32465 -3.49632 -3.43809  0.496
H: 4.07318 -2.32906 0.24754  0.520
O: -0.84614 3.06606 -1.31059  -0.951
H: -1.07923 3.14771 -0.37106  0.482
H: -4.43671 0.12726 -0.39858  0.464